The following is a quantum chemistry calculation of the molecule C3H3NO4 in a non-equilibrium geometry, from the Open Molecules 2025 dataset.

Structure (ORCA input):
```
! wB97M-V def2-TZVPD RIJCOSX def2/J DEFGRID3
* xyz 0 1
N 0.070 -1.028 1.562
C 0.189 -0.433 0.466
C -0.883 0.319 -0.268
O -0.698 0.732 -1.400
O -2.005 0.492 0.409
C 1.625 -0.007 -0.053
O 2.534 0.059 0.715
O 1.794 0.014 -1.369
H -0.879 -1.095 1.930
H -2.687 0.914 -0.140
H 0.942 0.034 -1.852
*
```

## Properties
Kohn-Sham gap	9.61	eV
molecular weight	117.060	g mol⁻¹
ΔE to the lowest compared entry with this formula, charge and spin	1.003	eV
F_max	2.3	eV Å⁻¹
E_HOMO	-0.38371	Eh

The following is a quantum chemistry calculation of a structure of composition C3H3NO6S2 in a non-equilibrium geometry, from the Open Molecules 2025 dataset.

Structure (ORCA input):
```
! wB97M-V def2-TZVPD RIJCOSX def2/J DEFGRID3
* xyz 0 1
C 3.550 -0.400 -2.992
C 1.636 -0.688 -2.284
C 0.364 0.426 -0.789
N -0.576 -0.229 -1.327
O 0.351 1.197 0.184
O -0.608 -0.574 4.178
O -2.418 0.664 2.869
O -2.346 0.962 0.277
O -0.706 -0.283 1.653
O 1.708 0.105 -1.291
S -1.583 -0.695 3.092
S -1.475 1.169 1.416
H 3.981 -0.725 -2.065
H -1.398 0.060 -0.800
H -0.480 -0.989 -2.123
*
```

## Properties
Kohn-Sham gap (alpha / beta)	7.47 / 7.44	eV
molecular weight	213.192	g mol⁻¹
F_max	4.9	eV Å⁻¹
E_HOMO (alpha / beta)	-0.32830 / -0.32842	Eh

The following is a quantum chemistry calculation of a cluster of 2 separate species, C3H3NOS in total in a non-equilibrium geometry, from the Open Molecules 2025 dataset.

Structure (ORCA input):
```
! wB97M-V def2-TZVPD RIJCOSX def2/J DEFGRID3
* xyz 0 1
N -2.983 -1.013 0.095
C -2.749 0.154 0.090
O -2.678 1.296 -0.062
H -2.646 -1.836 0.537
C 0.998 0.074 0.036
C 2.196 0.125 0.066
S 3.889 0.035 0.036
H -0.047 0.150 0.062
H 4.020 1.016 -0.859
*
```

## Properties
Kohn-Sham gap	9.88	eV
molecular weight	101.130	g mol⁻¹
ΔE to the lowest compared entry with this formula, charge and spin	1.852	eV
F_max	1.3	eV Å⁻¹
E_HOMO	-0.33839	Eh

The following is a quantum chemistry calculation of the molecule C3H3NOS in a non-equilibrium geometry, from the Open Molecules 2025 dataset.

Structure (ORCA input):
```
! wB97M-V def2-TZVPD RIJCOSX def2/J DEFGRID3
* xyz 0 1
S -2.001 -1.636 -0.077
C -0.721 -0.450 -0.154
N -0.663 0.540 -0.980
C 0.546 1.178 -0.634
C 1.115 0.510 0.381
O 0.305 -0.546 0.707
H -1.484 -2.332 0.966
H 0.891 2.089 -1.185
H 2.011 0.646 0.974
*
```

## Properties
Kohn-Sham gap	9.56	eV
molecular weight	101.130	g mol⁻¹
ΔE to the lowest compared entry with this formula, charge and spin	0.262	eV
F_max	1.4	eV Å⁻¹
E_HOMO	-0.32567	Eh

The following is a quantum chemistry calculation of the molecule C3H3NOS in a non-equilibrium geometry, from the Open Molecules 2025 dataset.

Structure (ORCA input):
```
! wB97M-V def2-TZVPD RIJCOSX def2/J DEFGRID3
* xyz 0 1
N -2.292 0.318 0.601
C -1.164 0.254 0.603
C 0.300 0.209 0.447
S 1.139 1.705 -0.231
C 0.290 -1.047 -0.311
O 0.096 -2.076 0.260
H 0.513 0.068 1.554
H 0.971 1.498 -1.487
H 0.147 -0.929 -1.436
*
```

## Properties
Kohn-Sham gap	10.44	eV
molecular weight	101.130	g mol⁻¹
ΔE to the lowest compared entry with this formula, charge and spin	1.505	eV
F_max	2.7	eV Å⁻¹
E_HOMO	-0.38101	Eh

The following is a quantum chemistry calculation of the molecule C3H3NOS2 in a non-equilibrium geometry, from the Open Molecules 2025 dataset.

Structure (ORCA input):
```
! wB97M-V def2-TZVPD RIJCOSX def2/J DEFGRID3
* xyz 0 1
C -0.394 -0.998 -0.552
C 0.538 -0.191 -1.002
C -0.787 0.552 1.244
N -1.069 -0.541 0.635
O 0.301 2.564 -0.341
S 2.041 0.974 1.464
S 0.522 1.257 0.174
H -0.725 -2.038 -0.963
H 1.309 -0.376 -1.707
H -1.736 -1.202 1.047
*
```

## Properties
Kohn-Sham gap	8.26	eV
molecular weight	133.197	g mol⁻¹
ΔE to the lowest compared entry with this formula, charge and spin	4.483	eV
F_max	3.8	eV Å⁻¹
E_HOMO	-0.33051	Eh

The following is a quantum chemistry calculation of the molecule C3H3NOS2, from the Open Molecules 2025 dataset.

Structure (ORCA input):
```
! wB97M-V def2-TZVPD RIJCOSX def2/J DEFGRID3
* xyz 0 1
S -1.478 2.028 -0.459
C -0.646 0.686 0.011
C -0.330 0.181 1.330
C 0.429 -0.919 1.160
O 0.656 -1.196 -0.149
N -0.042 -0.211 -0.852
S 0.091 -0.244 -2.516
H -0.654 0.629 2.254
H 0.904 -1.607 1.863
H 1.069 0.654 -2.641
*
```

## Properties
Kohn-Sham gap	8.67	eV
molecular weight	133.197	g mol⁻¹
ΔE to the lowest compared entry with this formula, charge and spin	2.699	eV
F_max	0.6	eV Å⁻¹
E_HOMO	-0.30873	Eh

The following is a quantum chemistry calculation of the molecule C3H3NOS3 in a non-equilibrium geometry, from the Open Molecules 2025 dataset.

Structure (ORCA input):
```
! wB97M-V def2-TZVPD RIJCOSX def2/J DEFGRID3
* xyz 0 1
O -0.058 -2.102 0.053
N -0.101 -0.749 0.031
C 1.033 -0.017 0.015
S 2.575 -0.578 -0.101
C 0.669 1.446 -0.024
S -1.164 1.611 -0.010
C -1.357 -0.104 -0.039
S -2.762 -0.949 -0.107
H -0.991 -2.386 0.232
H 1.058 1.903 0.892
H 1.098 1.924 -0.941
*
```

## Properties
Kohn-Sham gap	8.08	eV
molecular weight	165.264	g mol⁻¹
ΔE to the lowest compared entry with this formula, charge and spin	1.166	eV
F_max	1.6	eV Å⁻¹
E_HOMO	-0.33233	Eh

The following is a quantum chemistry calculation of a cluster of 2 separate species, C3H3NS in total in a non-equilibrium geometry, from the Open Molecules 2025 dataset.

Structure (ORCA input):
```
! wB97M-V def2-TZVPD RIJCOSX def2/J DEFGRID3
* xyz 0 1
C -0.498 -1.531 0.382
C -0.142 -0.322 0.105
C 0.169 0.743 -0.745
N -0.821 -2.676 0.639
S 0.385 0.398 2.694
H -0.579 1.440 -0.985
H 0.474 0.527 -1.756
H 1.012 1.421 -0.335
*
```

## Properties
Kohn-Sham gap (alpha / beta)	5.90 / 5.07	eV
molecular weight	85.131	g mol⁻¹
ΔE to the lowest compared entry with this formula, charge and spin	6.330	eV
F_max	5.7	eV Å⁻¹
E_HOMO (alpha / beta)	-0.32910 / -0.31474	Eh

The following is a quantum chemistry calculation of the molecule C3H3NS2 in a non-equilibrium geometry, from the Open Molecules 2025 dataset.

Structure (ORCA input):
```
! wB97M-V def2-TZVPD RIJCOSX def2/J DEFGRID3
* xyz 0 1
C -1.778 -0.977 1.450
C -0.787 -0.512 0.925
C 0.364 0.049 0.263
S 1.757 0.339 1.065
N 0.170 0.332 -1.026
S 1.335 0.989 -2.119
H -2.617 -1.356 2.007
H -0.712 0.069 -1.427
H 2.269 1.066 -1.139
*
```

## Properties
Kohn-Sham gap	8.75	eV
molecular weight	117.198	g mol⁻¹
ΔE to the lowest compared entry with this formula, charge and spin	1.765	eV
F_max	1.5	eV Å⁻¹
E_HOMO	-0.32406	Eh

The following is a quantum chemistry calculation of the molecule C3H3NS2 in a non-equilibrium geometry, from the Open Molecules 2025 dataset.

Structure (ORCA input):
```
! wB97M-V def2-TZVPD RIJCOSX def2/J DEFGRID3
* xyz 0 1
C -2.326 -0.307 -0.021
C -1.061 -0.226 -0.153
N 0.124 0.085 -0.371
C 1.349 -0.073 0.119
S 2.279 -1.420 0.184
S 2.113 1.539 0.102
H -2.990 -1.111 -0.482
H -2.877 0.377 0.699
H 3.390 1.135 -0.077
*
```

## Properties
Kohn-Sham gap	7.96	eV
molecular weight	117.198	g mol⁻¹
ΔE to the lowest compared entry with this formula, charge and spin	1.720	eV
F_max	4.3	eV Å⁻¹
E_HOMO	-0.32398	Eh

The following is a quantum chemistry calculation of a structure of composition C3H3Na2O4 in a non-equilibrium geometry, from the Open Molecules 2025 dataset.

Structure (ORCA input):
```
! wB97M-V def2-TZVPD RIJCOSX def2/J DEFGRID3
* xyz 0 2
O 2.823 -0.763 -0.193
O -0.779 -0.460 -0.354
C -1.450 0.696 -0.184
C 0.407 -0.652 0.333
O -2.626 0.739 -0.590
O -0.877 1.673 0.384
C 1.402 -1.529 -0.265
H 0.349 -0.476 1.416
H 1.300 -1.703 -1.358
H 1.273 -2.549 0.155
Na -3.152 3.100 0.088
Na 1.331 1.924 0.567
*
```

## Properties
expectation value of S²	0.764
Kohn-Sham gap (alpha / beta)	4.16 / 4.13	eV
molecular weight	149.033	g mol⁻¹
ΔE to the lowest compared entry with this formula, charge and spin	2.224	eV
F_max	4.1	eV Å⁻¹
E_HOMO (alpha / beta)	-0.21872 / -0.21793	Eh

The following is a quantum chemistry calculation of the molecule C3H3O2P in a non-equilibrium geometry, from the Open Molecules 2025 dataset.

Structure (ORCA input):
```
! wB97M-V def2-TZVPD RIJCOSX def2/J DEFGRID3
* xyz 0 1
C -0.794 0.551 0.277
C -0.001 0.293 -0.728
C -0.350 1.116 1.579
O -1.030 1.542 2.477
O 1.029 1.042 1.741
P 2.099 0.328 0.790
H -1.935 0.437 0.088
H -0.134 -0.065 -1.690
H 1.604 -0.937 0.774
*
```

## Properties
Kohn-Sham gap	8.72	eV
molecular weight	102.029	g mol⁻¹
ΔE to the lowest compared entry with this formula, charge and spin	2.207	eV
F_max	4.9	eV Å⁻¹
E_HOMO	-0.34615	Eh

The following is a quantum chemistry calculation of a structure of composition C3H3O2Rb in a non-equilibrium geometry, from the Open Molecules 2025 dataset.

Structure (ORCA input):
```
! wB97M-V def2-TZVPD RIJCOSX def2/J DEFGRID3
* xyz 0 1
O -1.040 2.154 0.294
Rb -4.428 -0.332 0.260
O -0.960 -0.797 0.331
C 0.049 -0.001 0.213
C -0.100 1.396 0.427
C 1.364 -0.510 -0.294
H 1.255 -1.526 -0.698
H 2.083 -0.531 0.541
H 1.778 0.146 -1.074
*
```

## Properties
Kohn-Sham gap (alpha / beta)	3.31 / 3.65	eV
molecular weight	156.523	g mol⁻¹
ΔE to the lowest compared entry with this formula, charge and spin	1.059	eV
F_max	1.9	eV Å⁻¹
E_HOMO (alpha / beta)	-0.17230 / -0.18503	Eh

The following is a quantum chemistry calculation of a structure of composition C3H3O2Tb in a non-equilibrium geometry, from the Open Molecules 2025 dataset.

Structure (ORCA input):
```
! wB97M-V def2-TZVPD RIJCOSX def2/J DEFGRID3
* xyz 1 8
O -0.264 1.029 0.119
C 0.447 -1.412 0.070
C -1.582 0.422 -0.056
C -0.447 -0.435 0.062
H 2.385 -1.469 -0.092
H -2.027 0.619 -1.036
H -2.246 0.591 0.797
O 1.740 -0.783 0.144
Tb 1.994 1.438 -0.008
*
```

## Properties
expectation value of S²	15.772
Kohn-Sham gap (alpha / beta)	7.43 / 6.02	eV
molecular weight	229.980	g mol⁻¹
ΔE to the lowest compared entry with this formula, charge and spin	1.888	eV
F_max	2.2	eV Å⁻¹
E_HOMO (alpha / beta)	-0.42684 / -0.42753	Eh

The following is a quantum chemistry calculation of a structure of composition C3H3O2V in a non-equilibrium geometry, from the Open Molecules 2025 dataset.

Structure (ORCA input):
```
! wB97M-V def2-TZVPD RIJCOSX def2/J DEFGRID3
* xyz 2 5
C 0.096 -1.268 -0.898
C 0.537 -0.037 -0.549
H -0.968 -1.509 -0.915
H 1.567 0.293 -0.710
H 0.800 -1.995 -1.305
O -0.766 1.374 -0.702
C -0.248 1.030 0.370
O -0.693 0.879 1.507
V -0.325 1.232 3.202
*
```

## Properties
expectation value of S²	6.024
Kohn-Sham gap (alpha / beta)	6.89 / 9.07	eV
molecular weight	121.999	g mol⁻¹
ΔE to the lowest compared entry with this formula, charge and spin	0.000	eV
F_max	8.2	eV Å⁻¹
E_HOMO (alpha / beta)	-0.68259 / -0.74818	Eh

The following is a quantum chemistry calculation of a cluster of 2 separate species, C3H3O3 in total in a non-equilibrium geometry, from the Open Molecules 2025 dataset.

Structure (ORCA input):
```
! wB97M-V def2-TZVPD RIJCOSX def2/J DEFGRID3
* xyz -1 1
C 0.078 0.672 -0.531
C -2.018 -0.453 0.225
C 1.304 -0.055 0.116
O -2.066 -0.400 1.407
O 0.262 1.657 -1.205
O -2.556 -0.571 -0.790
H 2.222 0.584 0.406
H 1.750 -0.819 -0.584
H 1.024 -0.615 0.956
*
```

## Properties
Kohn-Sham gap (alpha / beta)	6.11 / 6.11	eV
molecular weight	87.054	g mol⁻¹
ΔE to the lowest compared entry with this formula, charge and spin	1.984	eV
F_max	3.2	eV Å⁻¹
E_HOMO (alpha / beta)	-0.06782 / -0.06780	Eh

The following is a quantum chemistry calculation of the ion C3H3O3 with charge +1 in a non-equilibrium geometry, from the Open Molecules 2025 dataset.

Structure (ORCA input):
```
! wB97M-V def2-TZVPD RIJCOSX def2/J DEFGRID3
* xyz 1 1
C -1.291 -1.707 1.083
C -0.466 -0.610 0.899
C -0.477 0.043 -0.611
O -1.980 -2.591 1.095
O 0.612 0.627 -0.902
O -1.206 0.603 0.570
H 0.429 -0.531 1.498
H -1.125 -0.489 -1.177
H 0.895 1.241 -0.202
*
```

## Properties
Kohn-Sham gap	10.42	eV
molecular weight	87.054	g mol⁻¹
ΔE to the lowest compared entry with this formula, charge and spin	1.875	eV
F_max	6.7	eV Å⁻¹
E_HOMO	-0.60119	Eh